1.
DFT (wB97M-V/def2-TZVPD) results for C23H27NO6 in the gas phase.

SMILES string ... C=CCOC(=O)C1=C[C@H](c2cn(C(C)=O)c3ccccc23)C[C@H](OCCCCO)O1
Total charge ... 0
Highest occupied orbital energy ... -8.2674 eV
Relative energy (zero: lowest compared OMol25 entry of this formula, charge and spin) ... 60.1 kcal per mole

Structure (XYZ):
```
57
Properties=species:S:1:pos:R:3:forces:R:3:lowdin_charge:R:1
C 1.21108 -0.86310 -0.94015 0.00 -0.40 0.10 0.069
C -0.00839 4.43780 -1.99439 -0.07 0.25 0.03 0.003
C 1.30698 4.73741 -2.29775 -0.04 0.01 0.01 -0.082
C 3.21230 -1.64357 2.62110 -0.05 -0.19 0.61 -0.156
H -1.51195 -3.34297 -1.80195 0.12 0.26 0.14 0.168
O -0.02268 -2.87958 -0.57657 0.27 -0.02 0.25 0.039
H -3.68499 -1.65782 0.19564 0.03 -0.13 0.02 0.126
H 4.40357 0.13272 2.21753 0.09 0.20 -0.01 0.107
C -3.93466 2.25936 -1.02819 -0.08 0.22 0.02 0.013
C 0.51691 -0.52220 -2.22473 -0.21 -0.01 0.01 -0.217
H 6.49696 -0.68233 3.19245 0.13 0.17 0.01 0.054
H -2.20937 0.44039 -1.56593 -0.16 -0.07 0.05 0.110
C 1.89111 2.40346 -2.49705 -0.07 -0.01 0.02 -0.025
O 2.61727 -1.50300 1.32268 0.17 0.12 -0.25 0.022
C -0.12683 0.82618 -2.06792 -0.29 -0.07 -0.03 -0.113
N -1.59076 2.49779 -1.66611 0.38 0.17 -0.10 0.047
O 0.02649 -1.12797 3.62105 0.36 -0.33 -0.10 -0.069
H 2.62180 1.63146 -2.68828 0.09 -0.08 -0.03 0.108
H -2.83183 -2.69003 2.26741 -0.04 -0.05 0.03 0.123
H 3.26164 4.01231 -2.77807 0.08 0.01 -0.02 0.099
H 0.12134 -2.02828 3.27657 0.07 0.11 0.05 0.057
C 0.92282 -1.95421 -0.22874 0.04 0.34 -0.29 -0.155
H 2.49747 -1.25813 3.36168 0.09 -0.10 -0.16 0.128
C -2.76191 3.15618 -1.34308 -0.46 -0.02 0.12 -0.436
H 1.95005 -0.17140 -0.57264 0.11 0.02 0.14 0.132
O -2.83116 4.36172 -1.31393 0.03 0.00 0.00 0.097
H -1.12198 -0.31327 1.38138 -0.01 0.11 -0.01 0.114
C -1.02251 -2.41518 -1.45311 -0.31 -0.23 -0.72 -0.341
H 3.38777 -2.70445 2.82816 -0.02 0.17 -0.02 0.134
H -4.19964 1.66121 -1.89732 -0.02 -0.11 -0.03 0.091
H -2.96902 -3.26215 -0.11161 -0.04 0.08 -0.03 0.128
H -1.96066 -1.32152 4.14311 0.00 0.12 -0.03 0.118
H -0.73151 5.21252 -1.80282 -0.01 0.02 0.00 0.102
C 5.61093 -1.29234 3.16837 0.04 0.01 0.03 0.016
C -2.75007 -2.22865 0.18757 -0.10 -0.26 0.35 -0.174
H -1.20801 -2.79932 1.57626 -0.09 -0.06 0.04 0.095
C -2.12611 -2.21070 1.58432 0.02 0.31 -0.36 -0.163
C -1.31134 -0.72133 3.48742 -0.44 0.31 -0.12 -0.266
H -1.33122 0.31349 3.84085 -0.10 -0.10 0.01 0.117
C 0.57355 2.07774 -2.19502 -0.33 0.35 0.09 -0.114
C -1.84498 -0.78267 2.05254 0.15 -0.27 0.32 -0.173
O -1.95748 -1.60506 -0.81201 0.30 0.15 -0.08 -0.096
H 1.61467 5.77118 -2.34367 0.01 0.09 0.00 0.101
H -2.77118 -0.20379 2.01101 -0.07 0.09 -0.03 0.112
C 2.24359 3.73678 -2.54523 0.18 -0.02 -0.04 -0.092
H -4.78000 2.88515 -0.75480 0.06 0.02 -0.02 0.088
H 0.12999 -2.38581 -3.23366 -0.05 0.00 0.00 0.132
O 1.11300 -3.07641 1.85913 0.13 -0.06 -0.13 0.105
H 1.28472 -0.41486 -3.00223 -0.07 -0.03 0.06 0.150
C 4.47921 -0.85373 2.65194 -0.31 -0.10 -0.30 -0.141
C 1.55224 -2.25726 1.08344 -0.18 -0.09 0.21 -0.420
C -0.42922 -1.65633 -2.64572 -0.03 -0.08 0.37 -0.035
C -0.36477 3.10019 -1.94492 0.48 0.05 -0.10 -0.126
H -3.69377 1.59490 -0.20154 0.00 -0.11 0.04 0.078
H 5.69441 -2.27602 3.60013 -0.03 -0.24 0.04 0.060
C -1.40827 1.12390 -1.74942 0.24 -0.46 -0.12 0.020
H -1.24555 -1.26840 -3.25317 0.01 -0.06 -0.07 0.131
```
Positions in Å, forces in eV/Å.

=====

2.
DFT (wB97M-V/def2-TZVPD) results for a molecular structure, C23H28BF2N3O4S3Sr at a distorted geometry.

Total charge ... -2
Highest occupied orbital energy ... -1.6793 eV
Relative energy (zero: lowest compared OMol25 entry of this formula, charge and spin) ... 61.1 kcal per mole

Structure (XYZ):
```
65
Properties=species:S:1:pos:R:3:forces:R:3:lowdin_charge:R:1
C 1.87713 -1.67540 -2.59575 -0.10 0.06 -0.04 -0.116
H -0.36635 -4.40926 -1.20815 0.00 -0.01 0.00 0.125
C 0.28821 -3.65640 -1.62120 0.03 0.19 -0.02 0.018
C 1.56506 -5.35346 -2.85698 0.00 0.06 0.00 -0.180
N -0.86023 5.87252 1.16557 0.04 -0.03 0.06 -0.627
H -4.67233 -1.59964 3.63074 0.00 0.00 0.00 0.108
C -6.04726 -3.23823 3.44464 -0.03 -0.03 0.01 -0.122
C 1.05282 2.65810 0.01998 0.46 0.21 -0.05 -0.592
C 1.59217 -0.40608 3.84523 0.12 0.05 -0.02 -0.085
H 2.79238 3.55014 -1.64428 -0.04 0.01 -0.03 0.042
H -0.73405 0.95643 4.23642 -0.01 -0.01 0.00 0.076
H 1.85621 1.01358 -1.24484 0.07 0.06 0.18 0.024
H 5.40983 0.62864 -1.00735 0.02 0.02 0.01 0.059
F -1.17955 -0.83576 -3.86900 -0.08 -0.13 0.14 -0.029
H 5.84297 1.97453 -2.82695 -0.01 0.01 -0.03 0.057
S 3.65976 1.65043 0.18270 0.03 -0.11 -0.11 0.891
C 1.32368 -3.98021 -2.48469 0.02 -0.23 -0.05 -0.227
H 2.18876 -1.08982 3.23643 0.01 0.03 0.01 0.063
H 1.57055 0.52816 0.45164 0.34 0.54 -0.03 0.013
C 4.93834 2.28029 -2.29604 -0.02 0.02 0.07 -0.566
C -6.14128 -4.27866 1.29277 -0.05 -0.03 0.05 -0.122
H -0.72594 -2.01706 -0.68284 -0.10 -0.10 0.06 0.075
B -1.83963 -0.10820 -2.87073 0.56 0.33 -0.25 -0.597
C -5.18604 -3.39394 0.82207 0.08 0.06 -0.09 -0.058
O 0.28647 0.08747 1.90230 0.30 0.27 -0.15 -0.478
H -0.43876 2.32671 3.16509 0.07 -0.03 -0.05 0.067
H 0.56828 3.11752 -3.68439 -0.01 0.00 -0.01 0.080
H 5.18149 3.17951 -1.72791 0.04 -0.01 0.01 0.067
H 2.94148 -3.19683 -3.67956 0.00 -0.02 0.00 0.113
N 1.77374 -6.44283 -3.15784 0.00 -0.01 0.00 0.140
H -6.54918 -5.02910 0.62458 0.00 0.00 -0.01 0.087
H 1.67805 3.48818 0.33591 0.00 0.00 -0.06 0.067
C -6.58308 -4.21166 2.60930 0.03 0.02 -0.04 -0.139
H 2.48361 -0.86079 -2.97773 0.00 0.01 0.00 0.101
C 0.10598 -2.31520 -1.31326 -0.20 -0.10 0.06 -0.125
C -5.09023 -2.35416 2.97667 0.06 0.05 -0.04 -0.055
O -2.06231 6.08557 1.38906 0.01 0.04 -0.03 -0.067
C 2.13568 -2.97511 -2.99473 0.00 0.07 0.00 -0.010
C 1.90339 1.36040 -0.21014 0.33 0.51 0.15 -0.597
C 1.11494 2.80284 -2.79523 -0.03 -0.10 0.04 -0.542
F -2.83740 0.56413 -3.51472 -0.28 0.01 -0.01 0.014
S 3.78854 2.72650 -3.62215 -0.02 -0.02 -0.04 0.837
O -0.05988 6.81683 1.01588 -0.01 0.02 -0.02 -0.084
H 0.34369 2.55612 0.86269 0.48 0.20 -0.20 0.021
C -3.63817 -1.49848 1.17681 0.04 0.02 -0.07 -0.237
H 0.60506 2.08832 4.56676 -0.02 -0.04 0.03 0.069
H 2.34841 4.56331 -2.99997 0.02 0.00 -0.03 0.076
H -6.37902 -3.16865 4.47486 0.00 0.00 0.00 0.088
H -4.84922 -3.44513 -0.20588 -0.01 -0.01 0.00 0.106
H 3.89736 0.42730 -1.86672 0.02 -0.05 0.00 0.043
H 2.23371 0.02936 4.62011 -0.02 -0.01 0.01 0.062
C 0.96595 0.66800 2.94542 -0.14 -0.24 0.12 -0.650
C -2.78163 -0.71433 0.77373 0.06 -0.02 -0.03 -0.127
H 1.24856 1.72540 -2.89538 -0.01 0.00 -0.02 0.046
H -7.33145 -4.90386 2.97611 0.00 0.00 0.00 0.080
H 1.80778 1.31933 2.60579 0.03 -0.02 -0.13 0.107
C 4.51515 1.15621 -1.34461 0.01 0.04 -0.02 -0.535
S 0.02226 3.21682 -1.41471 0.39 0.30 0.19 0.860
O -0.43524 4.69028 1.09518 -0.06 0.00 0.09 -0.133
H 0.80088 -0.98623 4.32564 -0.04 -0.01 -0.02 0.069
Sr -0.67646 0.69177 -0.12818 -2.46 -1.85 -0.16 1.169
N 0.88355 -1.34434 -1.77815 0.24 -0.01 0.24 0.059
C 0.04993 1.56571 3.77977 -0.05 0.12 0.06 -0.067
C -4.62894 -2.40563 1.64947 -0.14 -0.10 0.17 -0.287
C 2.45183 3.52804 -2.67928 0.02 -0.01 0.09 -0.525
```
Positions in Å, forces in eV/Å.

=====

3.
DFT (wB97M-V/def2-TZVPD) results for 4 unconnected molecules or ions with the total composition C23H28BrNO4S at a distorted geometry.

SMILES string ... O=CCc1cc(Br)c2c(c1)Nc1ccccc1S2.CC(C)=O.CC(C)=O.CC(C)=O
Total charge ... 0
Highest occupied orbital energy ... -7.4570 eV

Structure (XYZ):
```
58
Properties=species:S:1:pos:R:3:forces:R:3:lowdin_charge:R:1
H 2.30702 -2.05322 0.55849 0.07 0.31 -0.03 0.097
O -3.09657 -1.47271 5.44717 -0.12 -0.01 0.29 0.057
H 5.82507 3.72792 0.48424 0.09 -0.01 0.14 0.085
H -1.53439 -0.26529 6.98300 -0.02 -0.01 -0.01 0.082
C 1.07422 -3.52134 -2.20937 0.02 0.25 0.07 -0.101
H -1.37398 -0.03162 -0.27355 0.01 -0.02 0.02 0.076
H -1.11431 -1.81895 3.58729 -0.01 0.01 0.02 0.079
C 1.12929 -2.43935 -3.07641 -0.04 0.77 -0.63 -0.443
C 1.63786 -1.19338 -2.67871 0.21 -1.04 0.84 -0.261
C -4.61916 -1.87021 7.22795 -0.04 -0.08 -0.24 -0.022
H -2.07389 -1.26636 8.34363 -0.10 0.07 0.11 0.086
C -1.03426 4.11779 -4.45748 -0.76 -0.61 -0.65 -0.270
H -2.78032 -0.97178 0.25960 -0.11 0.08 0.08 0.085
C -3.34821 -1.32898 6.62187 0.00 -0.03 -0.10 -0.487
H -2.79967 2.97266 -4.40048 0.08 -0.01 0.01 0.128
C -1.99597 -0.28582 0.58314 0.23 0.03 -0.15 -0.017
H 4.98395 1.54850 2.70026 0.04 0.15 0.05 0.086
H 3.30845 1.38353 2.14202 0.01 0.00 -0.02 0.082
H 1.44524 -4.24157 -0.22740 0.10 0.08 0.14 0.099
C -1.90661 3.00129 -5.03551 -0.06 0.14 0.47 -0.104
H -0.49247 4.75062 -5.18622 0.15 0.02 0.13 0.125
C -1.24797 1.62578 -4.98165 -0.08 0.64 -0.33 -0.213
C -0.04802 1.42915 -4.31040 -0.03 -1.24 -0.22 0.041
O 0.04148 -1.11000 1.47476 -0.06 0.09 0.14 0.059
C 5.95628 2.66594 0.27121 -0.05 -0.09 -0.24 -0.023
Br -2.25655 -2.18782 -6.42510 0.10 0.65 0.16 0.722
H 0.48777 2.20899 -3.78643 -0.19 0.15 -0.03 0.113
C 0.49028 0.12677 -4.26842 -0.63 0.79 -0.50 -0.245
C -2.40360 -0.60010 7.54511 0.14 0.03 -0.21 -0.020
C -1.83727 -1.36602 2.91455 0.43 -0.05 -0.32 -0.042
H 6.17959 2.54233 -0.78624 -0.02 -0.01 0.01 0.081
O 4.08573 1.29093 -0.23128 0.03 0.08 -0.04 0.060
O -0.97725 4.29953 -3.27530 0.30 0.31 0.28 0.062
C 1.51646 -3.38828 -0.88667 -0.12 0.35 -0.89 -0.082
H 4.01816 2.99878 2.32734 0.14 0.01 0.08 0.086
C 2.00239 -2.14831 -0.47279 -0.14 -0.66 -0.40 -0.091
N 1.69436 -0.12682 -3.59663 -0.37 -0.12 0.02 0.091
C -0.19175 -0.91567 -4.90743 0.53 -0.85 0.41 -0.480
H -4.38156 -2.58929 8.01333 -0.04 0.11 0.12 0.085
C -1.91995 0.58749 -5.63753 0.37 -0.37 0.17 -0.091
H 2.45196 -0.13746 -0.96265 -0.05 0.00 -0.28 0.086
H 6.79061 2.27773 0.85720 -0.01 0.13 0.10 0.085
C -1.14539 -0.93955 1.64530 0.08 -0.08 -0.01 -0.487
C 4.69409 1.91250 0.60902 -0.05 -0.05 -0.01 -0.494
H -5.20930 -1.05450 7.64837 0.05 -0.04 0.15 0.085
H -2.26086 3.23066 -6.04357 0.29 0.03 -0.03 0.116
H 2.09276 0.70679 -3.19088 0.03 0.03 0.07 0.134
H -2.28197 -0.50511 3.40601 -0.18 -0.03 -0.02 0.071
C 2.06738 -1.07291 -1.35977 0.09 0.08 0.49 -0.012
H -5.20344 -2.36858 6.45760 0.02 0.01 0.00 0.082
H 0.68140 -4.44915 -2.60690 -0.03 -0.07 0.21 0.100
H -2.61421 -2.09630 2.68651 -0.15 0.13 0.07 0.089
S 0.55632 -2.54224 -4.77534 -0.06 0.14 0.22 0.968
C -1.39034 -0.69731 -5.59034 0.25 0.20 0.30 -0.659
H -2.44916 0.62585 0.97610 -0.15 -0.08 0.01 0.084
H -2.90138 0.26858 7.97876 -0.02 -0.08 0.14 0.085
H -2.85034 0.78987 -6.14967 0.00 -0.06 -0.04 0.110
C 4.22200 1.96602 2.04029 -0.20 -0.16 -0.08 -0.018
```
Positions in Å, forces in eV/Å.

=====

Going through the records in order, we get total energy values of -38063.966, -76416.552, -114862.830 eV.
Going through the records in order, we get frontier orbital gap values of 8.8, 5.2, 8.1 eV.